#a
The following is a DFT calculation (wB97M-V/def2-TZVPD) of one molecule with the formula C5H7N.

Last column: Löwdin charge in e.
Cartesian coordinates (Å):
1 C 0.2026 -2.1635 0.2720  0.103
2 C 0.0451 -1.0817 0.7865  -0.131
3 C -0.1707 0.3207 0.9660  -0.283
4 N 1.0608 1.0361 0.4060  0.060
5 C -0.2100 1.1688 -0.2454  -0.363
6 C -0.6768 0.4197 -1.5876  -0.030
7 H -0.0917 -3.1688 -0.0436  0.052
8 H -0.6647 0.8289 1.8006  0.135
9 H 1.4419 0.0904 -0.1293  0.155
10 H -0.6748 2.1192 -0.2698  0.112
11 H -0.5144 1.1138 -2.4072  0.062
12 H -1.8117 0.3178 -1.3576  0.112
13 H -0.2528 -0.5379 -1.5845  0.016

Computed properties:
E_HOMO, eV: -9.3
SMILES string: C#C[C@H]1N[C@H]1C
Charge: 0
Frontier orbital gap, eV: 10.4264

=====

#b
The following is a DFT calculation (wB97M-V/def2-TZVPD) of C5H7N as an isolated structure.

Last column: Löwdin charge in e.
Cartesian coordinates (Å):
1 C 0.4023 1.2505 0.2951  -0.161
2 C 1.3896 0.0680 0.1043  -0.051
3 C 0.4970 -1.1326 0.0907  -0.295
4 C -0.9174 -0.7606 0.5040  -0.092
5 C -0.6744 0.4503 -0.4021  -0.266
6 N 0.3199 -0.4090 -1.1892  0.053
7 H 0.7392 2.1128 -0.2864  0.102
8 H 0.1933 1.5755 1.3191  0.107
9 H 1.4048 0.0787 -1.2362  0.122
10 H 0.9111 -2.1367 0.0792  0.127
11 H -1.1057 -0.5720 1.5633  0.109
12 H -1.6633 -1.4476 0.0987  0.111
13 H -1.4965 0.9224 -0.9403  0.132

Computed properties:
E_HOMO, eV: -8.4
Charge: 0
Frontier orbital gap, eV: 9.5280

=====

The least stable of them is #b.

=====

#a
The following is a DFT calculation (wB97M-V/def2-TZVPD) of one molecule with the formula C5H7N.

Last column: Löwdin charge in e.
Cartesian coordinates (Å):
1 C 1.4368 -0.6996 -1.1304  -0.001
2 C 0.7431 0.3677 -0.7478  -0.211
3 C 0.4493 0.6891 0.6908  -0.190
4 C -0.9881 0.2958 1.0117  -0.283
5 C -1.7314 -0.6245 0.1782  -0.123
6 N -2.0343 0.5703 -0.0602  0.146
7 H 1.5450 -0.9536 -2.1807  0.053
8 H 1.9177 -1.3450 -0.3963  0.060
9 H 0.2435 0.9842 -1.4957  0.103
10 H 1.1395 0.1366 1.3437  0.109
11 H 0.5802 1.7617 0.8941  0.111
12 H -1.3205 0.4436 2.0437  0.115
13 H -1.9807 -1.6263 -0.1512  0.112

Computed properties:
E_HOMO, eV: -9.9
SMILES string: C=CC[C@@H]1C=N1
Charge: 0
Frontier orbital gap, eV: 11.0802

=====

#b
The following is a DFT calculation (wB97M-V/def2-TZVPD) of C5H7N as an isolated structure.

Last column: Löwdin charge in e.
Cartesian coordinates (Å):
1 C 1.4965 -1.0439 0.0376  -0.136
2 C -1.1412 -0.3401 0.6505  -0.019
3 C -0.8721 -0.1468 -0.7456  -0.182
4 C 1.5073 0.9587 -0.0078  -0.136
5 C 0.4130 -0.0754 0.0022  -0.339
6 N 2.4411 -0.2055 0.0256  0.059
7 H 1.6272 -2.0763 0.3449  0.114
8 H -1.6022 0.5076 1.1858  0.103
9 H -1.1219 -1.3859 0.9571  0.097
10 H -1.1080 -0.8904 -1.5106  0.118
11 H -0.8689 0.8513 -1.0658  0.093
12 H 1.5162 1.5742 -0.9342  0.117
13 H 1.7789 1.6158 0.8201  0.109

Computed properties:
E_HOMO, eV: -9.1
Charge: 0
Frontier orbital gap, eV: 10.1964

=====

The least stable of them is #b.

=====

#a
The following is a DFT calculation (wB97M-V/def2-TZVPD) of one molecule with the formula CH2OS2.

Last column: Löwdin charge in e.
Cartesian coordinates (Å):
1 O -1.5328 -1.0513 0.7331  -0.067
2 C -0.5927 -0.4874 0.2535  -1.106
3 S -0.9766 1.0909 -0.6560  0.741
4 S 1.1224 -0.9944 0.5466  0.796
5 H 0.3153 1.4353 -0.8127  -0.169
6 H 1.6643 0.0069 -0.0645  -0.195

Computed properties:
E_HOMO, eV: -10.2
SMILES string: O=C(S)S
Charge: 0
Frontier orbital gap, eV: 10.5519

=====

#b
The following is a DFT calculation (wB97M-V/def2-TZVPD) of one molecule with the formula CH2OS2.

Last column: Löwdin charge in e.
Cartesian coordinates (Å):
1 C -0.5817 0.0201 0.0122  -0.916
2 O 2.4482 -0.4019 -0.3646  -0.591
3 S 1.3870 0.5828 0.0089  0.830
4 S -2.0392 0.8973 -0.2016  0.636
5 H -0.5205 -0.8892 -0.5763  0.008
6 H -0.6939 -0.2092 1.1214  0.034

Computed properties:
E_HOMO (alpha / beta), eV: -9.1 / -9.1
Charge: 0
Frontier orbital gap (alpha / beta), eV: 7.8789 / 6.5529

=====

#c
The following is a DFT calculation (wB97M-V/def2-TZVPD) of one molecule with the formula CH2OS2.

Last column: Löwdin charge in e.
Cartesian coordinates (Å):
1 C -0.3394 -0.4377 -0.2504  -0.876
2 O -2.0492 0.6571 1.6163  -0.569
3 S -1.9822 -0.4764 0.6207  0.837
4 S 0.3877 -1.9238 -0.9844  0.597
5 H -0.7806 0.1699 -1.0100  0.004
6 H 0.3626 -0.0750 0.4528  0.007

Computed properties:
E_HOMO (alpha / beta), eV: -9.6 / -9.2
Charge: 0
Frontier orbital gap (alpha / beta), eV: 8.4761 / 6.4552

=====

#d
The following is a DFT calculation (wB97M-V/def2-TZVPD) of a 2-piece molecular cluster, CH2OS2 overall.

Last column: Löwdin charge in e.
Cartesian coordinates (Å):
1 C -0.8460 -2.6791 -1.7956  -0.542
2 O 0.5737 1.7366 0.2998  -0.571
3 S 0.1708 -1.6290 -1.2928  0.577
4 S -0.7110 0.7364 0.7256  0.623
5 H 0.8197 2.3425 1.0396  0.045
6 H -0.0072 -0.5073 1.0234  -0.132

Computed properties:
E_HOMO, eV: -9.6
Charge: 0
Frontier orbital gap, eV: 9.4780

=====

The least stable of them is #d.

=====

#a
The following is a DFT calculation (wB97M-V/def2-TZVPD) of a 2-piece molecular cluster, C4H7IO overall.

Last column: Löwdin charge in e.
Cartesian coordinates (Å):
1 C 1.2120 0.1387 1.1872  0.087
2 C 0.1746 0.4354 0.3805  -0.321
3 C -1.2171 -0.0593 0.7626  -0.047
4 C 0.5018 0.9992 -0.9452  -0.254
5 O -0.0304 0.6949 -1.9724  -0.030
6 H 1.0799 -0.3187 2.0998  0.047
7 H 2.1798 0.4015 1.0713  0.035
8 H -0.9268 -0.8771 1.5225  0.119
9 H -1.6770 -0.3006 -0.1314  0.014
10 H -1.5927 0.8802 1.1516  0.086
11 H 1.2654 1.7289 -1.0716  0.117
12 I -0.1225 -2.6196 -1.8592  0.376
13 H -0.8469 -1.1035 -2.1956  -0.229

Computed properties:
E_HOMO, eV: -9.5
SMILES string: C=C(C)C=O.I
Charge: 0
Frontier orbital gap, eV: 9.7064

=====

#b
The following is a DFT calculation (wB97M-V/def2-TZVPD) of a 2-piece molecular cluster, C4H7IO overall.

Last column: Löwdin charge in e.
Cartesian coordinates (Å):
1 C 1.5517 -0.4180 -0.5297  -0.054
2 C 0.9227 -0.2991 0.8674  -0.099
3 C 0.6543 -1.4392 0.0041  -0.456
4 C -1.2469 1.5971 -0.2859  -0.549
5 O 0.0981 -2.4872 -0.1577  0.078
6 I -2.7627 0.1035 -0.0173  1.133
7 H 1.1646 0.2576 -1.2795  0.097
8 H 2.6070 -0.6210 -0.6245  0.103
9 H 1.5410 -0.4203 1.7434  0.107
10 H 0.1670 0.4799 0.9523  0.029
11 H -1.3594 1.9196 -1.3287  -0.086
12 H -1.5838 2.4329 0.3330  -0.090
13 H -1.7535 -1.1060 0.3231  -0.213

Computed properties:
E_HOMO, eV: -8.1
Charge: 0
Frontier orbital gap, eV: 8.4006

=====

#c
The following is a DFT calculation (wB97M-V/def2-TZVPD) of a 2-piece molecular cluster, C4H7IO overall.

Last column: Löwdin charge in e.
Cartesian coordinates (Å):
1 C -0.2941 1.2531 0.2094  -0.348
2 C -1.1747 0.1914 -0.2670  -0.730
3 C 1.2537 1.1011 0.2214  -0.029
4 C 0.0625 -2.0661 -0.2648  0.078
5 O -0.9009 1.2353 -1.1205  -0.065
6 I -3.2048 -0.3211 0.1384  0.785
7 H -0.5750 1.9459 1.0622  0.150
8 H 1.7414 1.9213 -0.2278  0.062
9 H 1.3200 0.1711 -0.4358  0.085
10 H 1.4635 1.0501 1.2344  0.052
11 H 0.8341 -1.7745 0.3910  -0.032
12 H 0.3927 -2.4080 -1.2184  -0.004
13 H -0.9184 -2.2996 0.2774  -0.004

Computed properties:
E_HOMO (alpha / beta), eV: -8.3 / -8.6
Charge: 0
Frontier orbital gap (alpha / beta), eV: 8.2126 / 8.2034

=====

The least stable of them is #b.

=====

#a
The following is a DFT calculation (wB97M-V/def2-TZVPD) of a 2-piece molecular cluster, C5H14 overall.

Last column: Löwdin charge in e.
Cartesian coordinates (Å):
1 C -0.7431 0.2521 -2.2580  -0.121
2 C -1.8197 -0.5488 -1.4796  -0.299
3 C -1.2276 -1.3957 -0.3501  -0.131
4 H -0.8689 1.3425 -2.2200  0.066
5 H -0.8082 -0.0347 -3.3028  0.057
6 H 0.2907 0.0839 -1.9507  0.058
7 H -2.6380 0.0948 -1.1756  0.094
8 H -2.1778 -1.2917 -2.1841  0.086
9 H -0.4567 -2.0560 -0.7622  0.073
10 H -0.6673 -0.8160 0.4053  0.057
11 H -1.9815 -1.9619 0.1958  0.064
12 C 1.9652 0.2549 2.4424  -0.169
13 C 1.6312 1.3953 1.4691  -0.170
14 H 1.1057 -0.3916 2.6514  0.057
15 H 2.7034 -0.4088 1.9972  0.058
16 H 2.3446 0.6968 3.3532  0.056
17 H 0.7959 1.9702 1.8715  0.058
18 H 2.4589 2.1035 1.4575  0.060
19 H 1.3061 1.0761 0.4761  0.046

Computed properties:
E_HOMO, eV: -11.3
SMILES string: CCC.CC
Charge: 0
Frontier orbital gap, eV: 12.4543

=====

#b
The following is a DFT calculation (wB97M-V/def2-TZVPD) of a 2-piece molecular cluster, C5H14 overall.

Last column: Löwdin charge in e.
Cartesian coordinates (Å):
1 C 0.0585 0.6386 -1.7431  -0.132
2 C -1.4239 0.2115 -1.8704  -0.303
3 C -2.3761 0.7385 -0.8128  -0.121
4 H 0.4809 1.4607 -2.3520  0.066
5 H 0.2852 0.8858 -0.7021  0.043
6 H 0.7995 -0.0925 -2.0733  0.060
7 H -1.2788 -0.8675 -1.7450  0.093
8 H -1.7572 0.4326 -2.8831  0.095
9 H -1.8324 1.0522 0.0957  0.061
10 H -3.0176 -0.0543 -0.4447  0.068
11 H -2.7811 1.6930 -1.1299  0.069
12 C 2.3601 -0.6987 2.0476  -0.173
13 C 0.8499 -0.8083 1.8692  -0.178
14 H 2.8464 -1.5794 2.4661  0.062
15 H 2.8513 -0.5554 1.0789  0.060
16 H 2.5784 0.1864 2.6478  0.060
17 H 0.3717 0.0935 1.5091  0.039
18 H 0.2891 -1.0330 2.7916  0.064
19 H 0.6961 -1.7038 1.2502  0.067

Computed properties:
E_HOMO, eV: -11.1
SMILES string: CCC.CC
Charge: 0
Frontier orbital gap, eV: 12.2644

=====

The least stable of them is #b.

=====

#a
The following is a DFT calculation (wB97M-V/def2-TZVPD) of a 2-piece molecular cluster, C5H14 overall.

Last column: Löwdin charge in e.
Cartesian coordinates (Å):
1 C 0.0474 -1.2726 -0.6627  -0.131
2 C 1.3374 -2.0760 -0.7233  -0.317
3 C 2.4363 -1.5312 0.1961  -0.118
4 H 0.3124 -0.2253 -0.5479  0.038
5 H -0.6076 -1.5486 0.1658  0.074
6 H -0.5850 -1.3754 -1.5468  0.072
7 H 1.1318 -3.1276 -0.5127  0.095
8 H 1.7476 -2.1303 -1.7334  0.094
9 H 3.4380 -1.7220 -0.1846  0.064
10 H 2.3176 -0.4530 0.2987  0.062
11 H 2.3815 -1.9735 1.1920  0.068
12 C -1.0105 1.9433 0.6472  -0.163
13 C -2.4555 2.3834 0.4227  -0.171
14 H -0.8938 0.8687 0.6267  0.025
15 H -0.4702 2.4387 -0.1595  0.067
16 H -0.5599 2.2898 1.5762  0.064
17 H -3.0992 2.3587 1.2991  0.057
18 H -2.9304 1.7686 -0.3484  0.062
19 H -2.5380 3.3845 -0.0052  0.059

Computed properties:
E_HOMO, eV: -11.3
SMILES string: CCC.CC
Charge: 0
Frontier orbital gap, eV: 12.4290

=====

#b
The following is a DFT calculation (wB97M-V/def2-TZVPD) of a 2-piece molecular cluster, C5H14 overall.

Last column: Löwdin charge in e.
Cartesian coordinates (Å):
1 C 0.7862 1.4415 0.0685  -0.134
2 C 0.3450 2.0823 -1.2360  -0.315
3 C -1.1665 1.9755 -1.3952  -0.128
4 H -0.0442 1.5917 0.7949  0.072
5 H 1.6263 1.8047 0.6384  0.063
6 H 0.8349 0.3646 0.1687  0.039
7 H 0.5731 3.1708 -1.1283  0.108
8 H 0.9207 1.7951 -2.1053  0.091
9 H -1.5626 2.2977 -0.4155  0.074
10 H -1.5395 2.4872 -2.2804  0.068
11 H -1.5039 0.9507 -1.4651  0.060
12 C 0.5511 -3.1949 1.1268  -0.172
13 C -0.4584 -2.0234 1.2357  -0.157
14 H 1.6032 -2.9356 1.2777  0.061
15 H 0.4769 -3.9490 1.9107  0.050
16 H 0.2929 -3.7845 0.2483  0.057
17 H -1.2986 -2.3301 1.8437  0.055
18 H -0.8889 -1.8904 0.2002  0.076
19 H 0.0598 -1.1250 1.5211  0.032

Computed properties:
E_HOMO, eV: -11.2
SMILES string: CCC.CC
Charge: 0
Frontier orbital gap, eV: 12.3114

=====

The least stable of them is #b.

=====

#a
The following is a DFT calculation (wB97M-V/def2-TZVPD) of a 2-piece molecular cluster, C5H14 overall.

Last column: Löwdin charge in e.
Cartesian coordinates (Å):
1 C 0.1172 -1.5795 -1.5444  -0.118
2 C 0.5166 -1.2293 -0.1078  -0.346
3 C 1.5349 -2.2084 0.4920  -0.123
4 H 0.9572 -1.4280 -2.2276  0.072
5 H -0.5883 -0.7991 -1.8510  0.057
6 H -0.3177 -2.5761 -1.6064  0.072
7 H 0.9759 -0.2410 -0.1007  0.071
8 H -0.3620 -1.2105 0.5351  0.099
9 H 1.1359 -3.2292 0.4916  0.068
10 H 2.4021 -2.2664 -0.1609  0.067
11 H 1.7286 -1.9045 1.5213  0.067
12 C -0.4171 1.9796 0.2709  -0.182
13 C -1.6209 2.6987 0.8796  -0.165
14 H 0.1160 1.3398 0.9682  0.048
15 H -0.7048 1.4082 -0.6186  0.057
16 H 0.2894 2.7341 -0.0832  0.067
17 H -2.3967 2.0224 1.2525  0.060
18 H -1.3355 3.1828 1.8150  0.062
19 H -2.0306 3.3064 0.0744  0.064

Computed properties:
E_HOMO, eV: -11.3
SMILES string: CCC.CC
Charge: 0
Frontier orbital gap, eV: 12.4404

=====

#b
The following is a DFT calculation (wB97M-V/def2-TZVPD) of a 2-piece molecular cluster, C5H14 overall.

Last column: Löwdin charge in e.
Cartesian coordinates (Å):
1 C 1.6860 -1.6974 -1.4705  -0.121
2 C 0.1714 -1.9403 -1.5872  -0.308
3 C -0.6567 -0.6590 -1.3924  -0.118
4 H 2.1504 -1.3702 -2.3957  0.068
5 H 2.1647 -2.6472 -1.2276  0.060
6 H 1.8751 -1.1100 -0.5771  0.063
7 H -0.0832 -2.2965 -2.5946  0.094
8 H -0.1292 -2.7884 -0.9733  0.092
9 H -1.5509 -0.8669 -0.8124  0.063
10 H -0.1707 0.1479 -0.8386  0.045
11 H -0.9939 -0.2994 -2.3565  0.064
12 C -0.6444 2.4894 1.4751  -0.149
13 C -0.4624 1.4331 2.6163  -0.151
14 H -1.6477 2.8693 1.5769  0.053
15 H 0.1258 3.2482 1.4075  0.055
16 H -0.4848 1.9791 0.5210  0.034
17 H -0.2036 0.4993 2.1314  0.044
18 H -1.4202 1.3065 3.1224  0.055
19 H 0.2743 1.7024 3.3752  0.057

Computed properties:
E_HOMO, eV: -11.4
SMILES string: CCC.CC
Charge: 0
Frontier orbital gap, eV: 12.4779

=====

#c
The following is a DFT calculation (wB97M-V/def2-TZVPD) of a 2-piece molecular cluster, C5H14 overall.

Last column: Löwdin charge in e.
Cartesian coordinates (Å):
1 C -1.5690 2.7268 1.4140  -0.144
2 C -1.6230 1.3001 0.9537  -0.357
3 C -0.5804 1.1109 -0.0769  -0.153
4 H -0.4861 2.9665 1.6869  0.087
5 H -1.9502 2.8678 2.4576  0.077
6 H -1.8564 3.4461 0.6267  0.079
7 H -1.4457 0.5480 1.6444  0.081
8 H -2.6272 1.1321 0.5857  0.104
9 H -0.6359 0.1843 -0.5164  0.015
10 H -0.6697 1.9992 -0.8737  0.126
11 H 0.4789 1.0921 0.2488  0.081
12 C 1.9300 -1.8002 -1.2388  -0.181
13 C 1.2083 -3.1526 -0.8629  -0.140
14 H 1.1765 -1.1407 -1.7078  0.047
15 H 2.3494 -1.2664 -0.2984  0.084
16 H 2.8015 -1.8030 -1.8513  0.033
17 H 0.3003 -2.8468 -0.4115  0.040
18 H 1.9406 -3.5773 -0.0844  0.086
19 H 1.2582 -3.7869 -1.6954  0.034

Computed properties:
E_HOMO, eV: -11.2
SMILES string: CCC.CC
Charge: 0
Frontier orbital gap, eV: 12.2666

=====

The least stable of them is #c.